Entry 1:
Computed, not measured: the molecule C5H11N3O2 at a distorted geometry, with wB97M-V/def2-TZVPD.

Computed properties:
LUMO energy: -0.4207 eV
Net charge: 0
HOMO level: -9.19 eV
HOMO-LUMO gap: 8.77 eV
2S+1: 1
Energy above the lowest of the compared OMol25 structures with the same formula, charge and spin: 83.5 kcal/mol

Geometry as XYZ:
```
21
Properties=species:S:1:pos:R:3:nbo_charge:R:1
C 0.17591 0.77586 0.12095 0.43
C -1.12308 -1.48962 0.30635 0.80
C 0.82665 -1.25978 -1.18551 -0.60
C -1.29937 -0.17582 -1.71488 -0.62
C -0.35579 -0.52613 -0.66378 -0.20
N -0.29987 1.89464 -0.26785 -0.73
N 0.89572 0.43919 1.22302 -0.59
N 1.28359 1.55536 1.97295 -0.51
O -0.47372 -1.75955 1.40548 -0.70
O -2.14812 -2.07254 0.02635 -0.59
H 0.45135 -2.33446 -1.36853 0.22
H 1.54406 -1.23860 -0.34953 0.23
H 1.16842 -0.86380 -2.11253 0.22
H -1.84954 -1.06702 -1.85875 0.25
H -2.09659 0.45526 -1.36458 0.23
H -0.80163 0.29203 -2.63103 0.21
H -0.09297 2.58851 0.38000 0.27
H 0.10443 -0.98421 1.61024 0.50
H 0.96287 2.41312 1.36788 0.38
H 0.85175 1.66362 2.86063 0.40
H 2.27593 1.69394 2.24311 0.40
```

Entry 2:
Computed, not measured: the ion C5H11N4O2 with charge +1 at a distorted geometry, with wB97M-V/def2-TZVPD.

Computed properties:
SMILES: CN[C@@H](N)/[NH+]=C(/O)C(N)=C=O
LUMO energy: -3.8752 eV
Net charge: +1
HOMO level: -13.15 eV
HOMO-LUMO gap: 9.28 eV
2S+1: 1
Energy above the lowest of the compared OMol25 structures with the same formula, charge and spin: 26.3 kcal/mol

Geometry as XYZ:
```
22
Properties=species:S:1:pos:R:3:nbo_charge:R:1
C 1.01899 -0.31513 1.90136 -0.44
N 1.10368 -0.60765 0.49304 -0.59
C 1.21250 0.51714 -0.52293 0.26
N 1.55023 -0.15820 -1.74627 -0.84
N -0.03227 1.28229 -0.35158 -0.56
C -1.25281 0.82195 -0.45665 0.68
O -2.23214 1.71275 -0.73071 -0.62
C -1.64791 -0.53044 -0.28422 -0.29
N -3.03764 -0.80095 -0.24692 -0.83
C -0.87903 -1.63188 -0.07052 0.80
O -0.72010 -2.76742 0.21254 -0.40
H 2.00089 -0.34317 2.22001 0.21
H 0.52606 0.52616 2.30752 0.23
H 0.48159 -1.11614 2.31578 0.21
H 1.85605 -1.24836 0.26510 0.42
H 1.94159 1.24738 -0.28588 0.20
H 0.84661 -0.69341 -2.22598 0.39
H 2.05889 0.51492 -2.35760 0.40
H 0.06257 2.22480 -0.54339 0.42
H -3.14126 1.34469 -0.55742 0.54
H -3.54312 -0.80512 -1.16797 0.40
H -3.36878 -1.51583 0.37843 0.41
```

Entry 3:
Computed, not measured: the ion C5H11N4S with charge +1 at a distorted geometry, with wB97M-V/def2-TZVPD.

Computed properties:
LUMO energy (alpha / beta): -3.0537 / -6.9607 eV
Net charge: +1
HOMO level (alpha / beta): -10.99 / -13.37 eV
HOMO-LUMO gap (alpha / beta): 7.94 / 6.41 eV
2S+1: 3
Energy above the lowest of the compared OMol25 structures with the same formula, charge and spin: 1.1 kcal/mol

Geometry as XYZ:
```
21
Properties=species:S:1:pos:R:3:lowdin_spin:R:1
C -1.24851 -0.32489 -0.27295 0.04
C 0.54290 -0.74752 1.38333 0.01
C 1.04944 -1.50532 -0.91758 0.06
C -0.20443 1.48969 0.98325 0.03
C -0.08539 -1.29751 0.09916 0.03
N -1.01329 1.09857 -0.13647 0.47
N 0.96138 0.61719 1.11196 0.13
N 2.14267 -0.60522 -0.84689 0.48
N -0.67450 1.82214 -1.30925 0.29
S 2.14513 0.70715 -0.06787 0.36
H -1.59888 -0.53304 -1.28498 0.00
H -2.06632 -0.55753 0.41832 0.01
H -0.17684 -0.73453 2.20314 0.00
H 1.41268 -1.33433 1.68470 0.00
H 1.45859 -2.51758 -0.81716 0.01
H 0.68172 -1.44061 -1.95166 0.02
H 0.12325 2.52200 0.85496 0.00
H -0.78996 1.40287 1.90345 0.00
H -0.54803 -2.26995 0.27697 0.00
H -1.13355 1.42220 -2.12200 0.01
H -0.97808 2.78623 -1.19243 0.02
```